DFT (ωB97M-V with the def2-TZVPD basis set) results for a gas-phase ion, C2H3O2S2 (charge -1) in a non-equilibrium geometry.

Values from the calculation:
HOMO-LUMO gap (alpha / beta) (eV): 3.487 / 5.743
Electronic energy (eV): -27884.165
Energy above the lowest of the compared OMol25 structures with the same formula, charge and spin (kJ/mol): 233.8

Geometry as ORCA input:
```
! RIJCOSX wB97M-V def2-TZVPD def2/J DEFGRID3
* xyz -1 3
C -0.48623 0.01508 0.17681
C 0.76277 0.65922 -0.50723
O 2.41637 -0.57364 1.22963
O 3.39136 -0.05786 -1.01271
S -0.27604 1.87851 0.46702
S 2.66092 0.45724 0.18223
H -1.39470 -0.16211 -0.41470
H -0.09607 -0.66548 0.92428
H 0.66231 0.80086 -1.67365
*
```

DFT (ωB97M-V with the def2-TZVPD basis set) results for CH4N2S2 in the gas phase in a non-equilibrium geometry.

Values from the calculation:
HOMO-LUMO gap (eV): 8.309
Electronic energy (eV): -25749.253
Energy above the lowest of the compared OMol25 structures with the same formula, charge and spin (kJ/mol): 312.3
SMILES: S=CNNS

Geometry as ORCA input:
```
! RIJCOSX wB97M-V def2-TZVPD def2/J DEFGRID3
* xyz 0 1
C 0.30162 0.39038 -1.47933
N 0.60020 -0.14818 -0.28799
N -0.72029 -0.29117 0.87787
S 0.96361 -0.00367 -2.91361
S -0.37195 0.37610 2.35734
H -0.38279 1.15605 -1.49798
H 0.98709 -0.99987 -0.56808
H -1.26863 0.30302 0.33198
H -0.10887 -0.78266 3.17980
*
```

DFT (ωB97M-V with the def2-TZVPD basis set) results for a molecular structure, C18H40P2SiSr in a non-equilibrium geometry.

Values from the calculation:
HOMO-LUMO gap (eV): 3.594
Electronic energy (eV): -46596.989
Energy above the lowest of the compared OMol25 structures with the same formula, charge and spin (kJ/mol): 337.9

Geometry as ORCA input:
```
! RIJCOSX wB97M-V def2-TZVPD def2/J DEFGRID3
* xyz 0 1
P 0.17827 -1.97117 -2.96431
P 0.41124 1.43261 -2.89917
C -0.05593 -0.87913 -4.46754
C 0.66289 0.46958 -4.47382
H -1.14134 -0.76160 -4.61609
H 0.31796 -1.49900 -5.29833
H 1.74559 0.35597 -4.63111
H 0.26967 1.10339 -5.28009
C -1.19182 2.18212 -3.42405
H -1.55158 2.86090 -2.64296
H -1.94557 1.39743 -3.57253
H -1.04238 2.73689 -4.36239
C 1.58944 2.80353 -3.13478
H 1.25834 3.46669 -3.94511
H 2.58188 2.38982 -3.36251
H 1.64961 3.36594 -2.19408
C -1.01670 -3.25949 -3.35248
H -1.13975 -3.94128 -2.50336
H -0.65712 -3.81092 -4.22951
H -1.98303 -2.79287 -3.58012
C 1.82710 -2.61694 -3.37613
H 2.56799 -1.80646 -3.41173
H 1.76564 -3.09045 -4.36374
H 2.14851 -3.35930 -2.63776
Sr 2.12936 0.18636 3.07816
C -0.24998 1.36566 -0.09900
C -1.50924 1.14907 -0.48660
C -1.93042 -0.17809 -0.95816
C -1.94954 -1.22249 0.17979
C -0.92987 -2.23742 -0.06998
C 0.20887 -2.06264 -0.90798
C 1.12952 -0.80273 -0.68431
C 0.74545 0.28747 0.32329
C 0.70280 -1.43881 4.33731
H 0.10279 2.38649 0.12539
H -2.23178 1.97090 -0.58737
H -1.20645 -0.48064 -1.74318
H -2.90356 -0.17799 -1.44822
H -1.86160 -0.73341 1.16914
H -2.95383 -1.70811 0.22708
H -1.21577 -3.25233 0.29101
H 0.78455 -3.01604 -0.98652
H 1.27891 -0.29563 -1.66638
H 2.14802 -1.15019 -0.46534
H 0.36073 -0.22907 1.24070
H 1.69644 0.86034 0.51460
H 1.27770 -1.83548 5.19537
H 0.94604 -2.11878 3.48238
H -0.35493 -1.65864 4.54927
C 1.47701 2.18277 5.22167
Si 0.00036 0.96063 5.15239
C -0.31008 0.50418 6.94443
C -1.45673 2.12444 4.77913
H 2.35364 1.78611 5.75352
H 1.09225 3.01768 5.83223
H 1.78390 2.64721 4.26321
H -0.14757 1.37246 7.60740
H -1.34508 0.16429 7.10413
H 0.36974 -0.29236 7.27238
H -1.55783 2.83813 5.61790
H -1.31068 2.72366 3.86938
H -2.41208 1.58673 4.69544
*
```

DFT (ωB97M-V with the def2-TZVPD basis set) results for 2 unconnected molecules or ions with the total composition C3H12ClN2PSSi in a non-equilibrium geometry.

Values from the calculation:
HOMO-LUMO gap (alpha / beta) (eV): 7.398 / 7.397
Electronic energy (eV): -46809.441
Energy above the lowest of the compared OMol25 structures with the same formula, charge and spin (kJ/mol): 31.7
SMILES: C[Si](C)(C)P(=S)=NN.Cl

Geometry as ORCA input:
```
! RIJCOSX wB97M-V def2-TZVPD def2/J DEFGRID3
* xyz 0 1
C 0.38332 2.41743 -0.72792
C 1.91227 -0.36424 -1.50172
C 1.54153 0.62951 1.68349
N -0.81806 -1.87388 1.13032
N -1.15607 -3.11121 0.67865
Si 0.94594 0.63649 -0.14564
P -1.06852 -0.72736 0.04465
S -1.84977 -1.39020 -1.71372
Cl -3.71446 1.30013 0.58563
H -0.24216 2.71482 0.09604
H 1.20579 3.10206 -0.85445
H -0.19799 2.49677 -1.61844
H 2.98878 -0.30800 -1.38196
H 1.50893 -1.35408 -1.54819
H 1.63473 0.14842 -2.38908
H 0.79479 1.15506 2.19482
H 1.58814 -0.39881 2.03635
H 2.50923 1.09373 1.64798
H -1.36870 -3.63752 1.53745
H -1.87967 -3.20116 -0.00410
H -4.71804 0.67203 0.24984
*
```

DFT (ωB97M-V with the def2-TZVPD basis set) results for 2 unconnected molecules or ions with the total composition C2H8NO in a non-equilibrium geometry.

Values from the calculation:
HOMO-LUMO gap (eV): 6.442
Electronic energy (eV): -5740.260
Energy above the lowest of the compared OMol25 structures with the same formula, charge and spin (kJ/mol): 88.2

Geometry as ORCA input:
```
! RIJCOSX wB97M-V def2-TZVPD def2/J DEFGRID3
* xyz -1 1
O -1.35905 2.23593 -1.98270
H -2.32459 2.47286 -2.15604
C 1.08297 -0.06135 1.22386
C 0.51578 -1.02447 0.10057
N -0.67911 -0.51146 -0.55275
H 1.51419 0.85505 0.86104
H 1.71556 -0.69190 1.81302
H 0.24675 0.26144 1.81292
H 0.32298 -2.14259 0.54502
H 1.26099 -1.12405 -0.67473
H -0.77382 0.46986 -0.93009
H -1.52265 -0.73932 -0.06012
*
```